Formula: C79H181N7O23
Source: the Open Molecules 2025 dataset
Level of theory: ωB97M-V/def2-TZVPD

Computed properties:
HOMO energy (eV): -7.72
Energy relative to the best compared isomer or geometry (same formula, charge and spin) (kJ/mol): 192.2
Orbital gap (eV): 7.742

The geometry in XYZ format:
```
290
Properties=species:S:1:pos:R:3:forces:R:3:mulliken_charge:R:1
C -25.4766 1.9742 -3.5944 0.167 -0.563 0.224 -1.995
C -25.5712 3.4287 -3.1760 0.102 -0.324 -0.989 2.353
C -26.9907 3.9213 -3.4803 0.224 -0.342 0.032 -1.429
C -28.0052 3.5379 -2.4335 -0.208 0.561 0.250 1.132
C -27.5561 4.0183 -1.0650 0.367 -1.384 -0.170 -1.180
C -26.1528 3.4081 -0.6805 0.351 0.297 -0.218 2.220
N -25.1957 3.6721 -1.7888 -1.459 1.570 -0.019 0.485
O -23.8753 3.3063 -1.5018 0.028 -0.736 0.107 -0.498
C -25.6825 4.1638 0.5373 0.459 0.025 0.549 -2.124
C -26.2339 1.8983 -0.3002 -0.737 0.677 -0.300 -0.619
C -24.6009 4.1464 -4.1229 0.251 0.710 0.912 -2.330
H -25.6138 1.8830 -4.6718 -0.131 -0.040 -0.015 0.334
H -26.2140 1.3554 -3.0830 0.092 -0.213 -0.098 0.215
H -24.4644 1.6321 -3.3786 -0.054 -0.264 0.156 0.681
H -26.9957 4.9981 -3.6497 -0.023 0.087 0.017 0.449
H -27.2521 3.4052 -4.4042 -0.104 0.375 -0.316 -0.021
H -28.2026 2.4660 -2.4333 -0.007 -0.056 0.035 -1.457
H -28.9469 4.0459 -2.6416 -0.222 -0.174 -0.239 0.791
H -28.3095 3.6848 -0.3513 0.154 -0.188 0.369 -0.097
H -27.6077 5.1065 -1.0298 0.638 0.103 -0.012 0.350
H -24.7507 3.7270 0.8966 -0.038 -0.056 0.266 0.494
H -25.4895 5.2261 0.3875 -0.170 0.045 -0.358 0.450
H -26.4564 4.0739 1.2995 0.115 -0.028 0.238 0.224
H -25.2997 1.3746 -0.0973 0.302 0.461 -0.401 0.383
H -26.7930 1.8164 0.6319 -0.404 -0.123 -0.068 -0.165
H -26.7610 1.4154 -1.1231 -0.073 -0.453 0.346 -0.256
H -23.6275 3.6658 -4.0249 0.072 0.120 -0.328 0.446
H -24.5082 5.1770 -3.7803 0.147 0.180 -0.006 0.557
H -24.9260 4.1998 -5.1619 -0.124 -0.407 0.060 0.294
H -23.4459 4.1365 -1.2827 0.073 0.116 -0.024 0.342
C -27.6022 -0.0978 4.1850 -0.200 -0.184 -0.695 -1.909
C -28.1063 1.1349 4.9054 1.135 1.441 -0.709 2.407
C -28.0545 2.3563 3.8670 -1.809 -0.842 0.072 -2.325
C -29.2602 2.3411 2.8819 -0.004 -0.222 1.780 1.139
C -30.5613 2.4100 3.7480 1.998 0.227 -0.284 -1.829
C -30.6552 1.2825 4.8444 -0.092 -0.432 -1.003 2.597
N -29.4341 0.9603 5.5685 2.226 2.560 -0.877 0.151
O -29.4827 -0.1089 6.4558 -0.231 0.317 0.036 -0.485
C -31.6531 1.7682 5.8341 -2.088 0.532 1.002 -1.730
C -31.2255 0.0128 4.1753 -0.917 0.135 -0.102 -0.272
C -27.0099 1.5386 5.9330 -0.438 -1.216 0.832 -2.037
H -28.2319 -0.4390 3.3634 -0.570 -0.078 0.181 0.086
H -27.4608 -0.9219 4.8843 0.344 -0.079 -0.174 0.485
H -26.7090 0.1938 3.6326 0.515 -0.340 0.509 0.533
H -28.0378 3.2776 4.4492 -0.237 0.155 -0.018 0.453
H -27.1558 2.3734 3.2504 0.350 -0.491 0.419 0.560
H -29.2471 1.4053 2.3232 0.024 0.111 -0.227 -1.160
H -29.1420 3.1949 2.2147 -0.374 -0.077 -0.207 0.586
H -31.4303 2.4525 3.0913 -0.261 -0.570 0.201 0.045
H -30.5346 3.3922 4.2200 0.003 0.026 0.387 0.691
H -31.5475 2.7190 6.3566 1.284 0.113 -0.149 0.390
H -32.5824 2.0152 5.3208 -0.422 -0.612 -0.215 0.150
H -31.8637 1.0560 6.6319 -0.038 -0.269 -0.180 0.375
H -30.5881 -0.5798 3.5191 0.445 0.235 0.150 -0.221
H -31.6584 -0.6316 4.9405 0.144 -0.210 0.047 0.556
H -32.0619 0.3367 3.5558 -0.200 -0.079 -0.105 -0.707
H -25.9973 1.6689 5.5511 -0.251 0.300 -0.687 0.328
H -26.8715 0.6803 6.5906 -0.178 -0.006 0.443 0.437
H -27.2821 2.3924 6.5534 -0.145 0.029 -0.183 0.452
H -29.6021 -0.9154 5.9489 -0.013 -0.495 -0.427 0.320
C -36.3465 -2.2271 5.1048 -0.724 0.670 -1.554 -1.871
C -34.9736 -2.8703 5.0983 0.776 -0.765 0.170 2.188
C -35.1826 -4.2217 5.8719 1.502 -0.222 0.514 -1.436
C -34.0784 -5.2823 5.6239 -0.188 1.006 -1.704 -0.692
C -33.9429 -5.5637 4.0997 0.386 0.408 0.976 -1.152
C -33.5585 -4.3136 3.2730 -0.725 1.294 0.507 2.203
N -34.4709 -3.1445 3.6924 -1.675 -3.184 1.242 -0.471
O -34.2109 -2.0114 2.9964 0.573 1.107 -0.308 0.096
C -32.0188 -3.9406 3.4905 -1.396 -0.171 -0.220 -0.327
C -33.8969 -4.5805 1.7963 0.266 -0.278 -1.109 -1.984
C -34.0300 -1.8984 5.8733 0.100 -0.699 -0.093 -1.721
H -37.0087 -2.7524 4.4166 -0.105 -0.493 0.246 0.495
H -36.3661 -1.2322 4.6601 0.445 0.301 0.201 0.022
H -36.8258 -2.1370 6.0796 0.317 -0.264 0.127 0.407
H -35.0822 -3.9675 6.9271 -0.238 0.193 0.178 0.468
H -36.1854 -4.6409 5.7901 0.007 0.087 -0.580 0.426
H -34.2187 -6.2297 6.1443 -0.132 0.209 0.206 0.479
H -33.1205 -4.8389 5.8954 0.088 -0.123 0.508 0.238
H -34.8592 -6.0397 3.7505 0.034 0.121 -0.273 0.410
H -33.1027 -6.2521 4.0086 -0.128 -0.335 -0.345 0.396
H -31.9130 -3.4404 4.4532 0.121 -0.047 0.039 0.004
H -31.3794 -4.8234 3.4852 -0.094 -0.086 -0.013 0.337
H -31.6479 -3.2667 2.7183 -0.095 0.077 -0.057 -0.588
H -34.7947 -5.1513 1.5590 -0.285 -0.220 0.931 0.469
H -34.0520 -3.7368 1.1237 0.404 0.675 0.587 0.243
H -33.1214 -5.1561 1.2911 0.446 -0.139 0.207 0.172
H -33.0073 -2.2603 5.9789 0.102 -0.256 -0.129 0.266
H -34.3855 -1.7731 6.8960 -0.210 0.228 -0.089 0.614
H -33.9712 -0.9310 5.3746 -0.202 0.080 0.105 0.214
H -33.4121 -1.7110 3.4359 0.622 0.966 -0.280 -0.017
C -36.7418 -4.7885 -3.9664 -0.025 -0.430 -0.211 -1.866
C -36.1862 -3.5484 -3.3165 0.269 0.276 -0.546 1.901
C -34.8452 -3.1543 -4.0751 -0.966 0.007 0.310 -0.238
C -35.0251 -2.2894 -5.3143 -1.220 -0.041 1.157 -1.267
C -35.9836 -1.1136 -4.9658 1.146 -0.859 -1.924 -0.201
C -37.3858 -1.4813 -4.4425 1.429 -0.592 0.783 1.251
N -37.0921 -2.3889 -3.2657 -0.172 2.344 -0.545 0.950
O -38.2633 -2.5903 -2.4707 0.162 -0.714 -0.665 -0.539
C -37.8769 -0.0599 -3.9854 -1.291 -1.580 0.461 -1.938
C -38.3178 -2.1417 -5.5240 0.397 1.226 0.992 -1.754
C -35.8528 -3.8530 -1.8611 0.586 0.423 0.166 -2.078
H -37.6680 -5.0680 -3.4643 -0.060 -0.223 -0.249 0.423
H -35.9811 -5.5607 -3.8512 -0.185 -0.313 0.244 0.440
H -36.8661 -4.7093 -5.0463 -0.314 0.231 0.010 0.300
H -34.2238 -2.6688 -3.3227 0.239 0.247 -0.137 -0.500
H -34.3097 -4.0103 -4.4856 -0.065 -0.568 0.818 0.392
H -35.4732 -2.8901 -6.1058 -0.041 -0.100 -0.122 0.403
H -34.0073 -2.0675 -5.6354 -0.179 0.753 -0.227 0.549
H -36.1540 -0.5994 -5.9117 0.009 0.517 -0.004 0.685
H -35.4409 -0.4475 -4.2951 -0.350 0.045 0.181 -0.736
H -38.8072 -0.1960 -3.4338 -0.288 0.139 -0.023 0.551
H -37.2112 0.4534 -3.2915 0.307 -0.158 -0.297 0.297
H -38.1219 0.5495 -4.8553 0.278 0.035 0.018 0.386
H -38.6340 -1.3250 -6.1730 0.152 -0.215 -0.511 0.469
H -37.8083 -2.9442 -6.0574 -0.118 0.181 -0.057 0.281
H -39.2439 -2.5042 -5.0778 0.188 -0.216 0.239 0.343
H -35.7314 -2.8845 -1.3760 0.156 -0.006 0.217 0.304
H -34.8868 -4.3570 -1.8311 -0.038 -0.288 0.189 0.317
H -36.6011 -4.4042 -1.2916 -0.047 -0.120 -0.324 0.519
H -38.2419 -1.8716 -1.8346 0.176 0.034 0.146 0.320
C -28.8207 -0.8159 -2.9879 -1.126 0.671 1.073 -0.077
C -30.3647 -0.7884 -2.8578 -2.788 -0.292 -0.294 2.511
C -30.9081 -2.2416 -3.0001 0.750 -0.841 1.551 0.383
C -30.8947 -3.1003 -1.6841 -0.258 1.422 0.677 0.130
C -31.5354 -2.3001 -0.4798 0.095 -2.116 -1.835 -0.338
C -31.0587 -0.8811 -0.2850 0.337 0.017 -0.690 1.475
N -30.9414 -0.1962 -1.5993 -0.896 -4.669 -0.821 0.061
O -30.7121 1.1049 -1.5035 0.492 3.015 0.319 1.532
C -32.2651 -0.2697 0.4999 0.262 0.989 -0.414 -1.361
C -29.6811 -0.8432 0.4325 -0.784 0.524 -0.050 0.700
C -31.1573 -0.0336 -4.0325 2.109 -0.322 0.423 -1.972
H -28.4193 -1.0003 -3.9843 -0.220 -0.022 0.002 0.261
H -28.5108 -1.5836 -2.2788 0.430 -0.145 -0.198 -0.404
H -28.4847 0.1399 -2.5857 0.407 0.122 -0.223 -0.851
H -31.9361 -2.3097 -3.3561 -0.026 0.449 -0.097 -0.664
H -30.2804 -2.7467 -3.7343 -0.040 -0.024 -0.268 -0.611
H -29.9414 -3.4489 -1.2870 0.567 0.114 -0.656 -1.184
H -31.4828 -4.0006 -1.8624 -0.112 -0.093 0.046 0.944
H -31.3772 -2.9187 0.4036 0.202 0.274 0.361 -0.624
H -32.6119 -2.3719 -0.6351 -0.182 0.513 -0.077 0.000
H -32.1136 0.7900 0.7052 0.190 0.048 0.450 0.422
H -33.1713 -0.2878 -0.1056 0.239 -0.146 -0.657 0.606
H -32.6410 -0.8086 1.3696 0.846 -0.146 0.341 -0.276
H -29.7962 -1.5233 1.2765 0.659 0.451 0.505 -0.440
H -28.7893 -1.0651 -0.1536 -0.418 -1.009 -0.496 -0.166
H -29.4112 0.1963 0.6190 -0.510 0.122 0.951 -0.387
H -32.2350 0.0717 -3.9073 0.124 -0.396 0.378 -0.287
H -30.9293 -0.6504 -4.9018 -0.241 0.246 -0.391 0.586
H -30.7461 0.9632 -4.1920 0.061 0.077 -0.085 0.440
H -31.5614 1.4442 -1.7954 -0.024 1.100 0.024 -0.609
C -32.4212 5.7246 -5.7210 -0.482 0.595 1.495 -2.024
C -31.6559 4.9445 -6.7715 -1.085 -0.730 1.279 2.179
C -32.2111 5.4479 -8.0745 0.931 -0.713 -1.596 -1.459
C -31.3525 5.0610 -9.3082 0.219 1.419 1.011 -0.639
C -29.8601 5.4157 -9.0663 -0.801 0.453 -0.120 -1.417
C -29.2747 4.9759 -7.7092 -0.510 -0.460 0.205 2.248
N -30.2551 5.1873 -6.5689 1.617 2.792 -2.498 -0.047
O -29.7249 4.9039 -5.2992 -0.684 -0.287 -0.821 -0.225
C -29.0053 3.5035 -7.8372 0.892 -0.720 -0.929 -1.704
C -27.9959 5.7940 -7.4890 0.152 -0.148 0.985 -1.722
C -31.9761 3.4377 -6.5655 -0.507 0.612 -0.647 -1.809
H -32.3335 5.2448 -4.7462 0.086 0.104 0.171 0.158
H -33.4885 5.8819 -5.8763 -0.209 -0.751 -0.535 0.412
H -32.1052 6.7626 -5.6173 0.705 -0.093 -0.094 0.481
H -33.2061 5.0340 -8.2379 -0.116 -0.081 0.321 0.417
H -32.3414 6.5301 -8.0803 0.272 0.104 0.214 0.440
H -31.7793 5.7310 -10.0546 0.357 -0.447 -0.694 0.411
H -31.4397 4.0177 -9.6116 -0.223 0.043 0.067 0.339
H -29.6189 6.4749 -9.1566 -0.739 0.314 -0.013 0.399
H -29.3143 4.9936 -9.9101 0.433 -0.366 0.303 0.372
H -28.6125 3.0310 -6.9369 -0.265 -0.114 0.071 -0.012
H -29.8554 2.9881 -8.2841 -0.171 -0.149 0.631 0.347
H -28.2674 3.3681 -8.6279 0.498 -0.035 0.121 0.530
H -27.6044 5.5820 -6.4941 -0.155 0.204 0.249 0.140
H -27.1383 5.5700 -8.1233 -0.412 -0.350 -0.568 0.349
H -28.1862 6.8633 -7.5813 -0.135 -0.015 0.172 0.455
H -31.6797 2.8275 -7.4186 0.274 -0.017 0.220 0.269
H -33.0597 3.3331 -6.5110 -0.030 -0.157 0.446 0.531
H -31.4981 3.1198 -5.6389 -0.297 -0.470 -0.038 0.451
H -29.9926 3.9870 -5.2025 0.398 -0.625 0.722 0.192
C -25.4808 -0.8973 -6.2618 -0.066 -1.631 -0.062 -0.611
C -25.9184 -1.5578 -7.5819 -0.468 0.539 0.435 1.990
C -24.8151 -1.5146 -8.6167 1.424 -0.411 -1.068 -1.593
C -23.6911 -2.5980 -8.4929 -0.189 1.699 0.017 -0.718
C -24.3045 -3.9692 -8.5944 -0.312 0.699 1.134 -1.227
C -25.4299 -4.1324 -7.4451 0.887 0.512 -1.977 1.754
N -26.3342 -2.9667 -7.3988 0.947 0.590 -2.177 -0.024
O -27.4331 -3.1433 -6.5783 -0.212 0.035 0.802 0.404
C -26.2367 -5.3721 -7.7739 0.047 -1.307 0.039 -1.591
C -24.6349 -4.3489 -6.2043 0.888 -0.769 1.593 -1.488
C -27.0689 -0.6825 -8.1431 -0.393 -0.923 -0.678 -2.353
H -25.0377 0.0871 -6.4121 -0.164 -0.061 0.235 0.518
H -24.7976 -1.6193 -5.8145 0.528 0.518 0.220 0.076
H -26.3501 -0.9374 -5.6054 -0.031 0.631 0.136 -0.350
H -25.2311 -1.5860 -9.6217 -0.369 -0.480 -0.086 0.449
H -24.3789 -0.5175 -8.6763 0.134 0.157 0.554 0.502
H -23.0756 -2.3657 -7.6237 -0.460 -0.531 0.763 0.345
H -22.8940 -2.4752 -9.2261 -0.408 0.150 -0.752 0.483
H -23.4876 -4.6736 -8.4380 -0.359 -0.467 0.196 0.468
H -24.6203 -4.0900 -9.6307 -0.652 -0.144 0.137 0.323
H -26.7446 -5.4061 -8.7377 -0.404 0.849 0.123 0.378
H -25.6064 -6.2516 -7.9058 0.675 0.076 0.336 0.413
H -26.8992 -5.6724 -6.9621 -0.318 0.303 -0.157 -0.010
H -23.9447 -5.1767 -6.3673 -0.158 -0.370 0.057 0.518
H -23.9528 -3.5683 -5.8674 -0.322 0.492 -0.341 0.373
H -25.2417 -4.6059 -5.3360 -0.172 -0.030 -0.082 -0.222
H -28.0017 -0.7118 -7.5800 0.242 0.027 0.462 0.181
H -27.3413 -1.0754 -9.1226 -0.016 -0.059 -0.217 0.603
H -26.7840 0.3560 -8.3118 0.247 -0.003 0.307 0.394
H -28.1016 -3.4377 -7.2012 -0.524 -0.226 0.028 0.084
C -36.3213 1.5812 2.9694 1.339 -0.797 0.410 -0.797
C -34.8264 1.9519 2.8247 -0.852 -1.662 -0.550 1.537
O -34.7388 3.1451 2.1213 0.096 1.150 -0.343 -0.651
O -36.8266 2.1191 4.1708 -0.730 0.112 -0.250 -0.558
H -36.4562 0.4998 2.9862 0.433 -0.222 0.779 0.083
H -36.8754 1.7529 2.0466 -0.051 1.192 -0.053 0.299
H -34.3752 1.1243 2.2773 0.256 -0.150 -0.478 -0.660
H -34.2509 1.9954 3.7494 -0.535 0.029 0.527 -0.131
H -33.8187 3.2782 1.8820 0.269 0.056 -0.286 0.101
H -36.8171 3.0734 4.0660 -0.068 0.172 0.108 0.384
C -24.3696 -1.5592 -2.8061 1.252 -1.326 0.441 1.140
C -24.8210 -1.4372 -1.3659 0.386 0.617 0.371 0.403
O -24.8558 -2.6192 -0.5913 0.203 -0.204 -0.119 -0.582
O -23.0533 -2.1944 -2.8579 -0.653 0.677 -0.316 -0.666
H -24.2364 -0.5747 -3.2546 -0.195 -0.124 0.031 -0.022
H -25.0582 -2.1731 -3.3866 -0.262 0.147 -0.183 -0.833
H -25.7694 -0.9013 -1.3280 -0.285 0.047 -0.017 -0.421
H -24.0734 -0.8388 -0.8452 -0.049 0.306 -0.071 0.324
H -25.4005 -3.2833 -1.0201 -0.393 -0.189 -0.406 0.509
H -23.1371 -3.0863 -2.5127 -0.135 -0.051 0.184 0.372
C -30.5524 -5.2876 -5.8586 1.732 0.015 2.313 0.433
C -30.7804 -5.1804 -7.3295 -1.559 0.215 0.062 -0.729
O -29.5460 -4.9938 -8.0242 -0.488 -0.046 0.566 -0.365
O -31.6899 -5.1019 -4.9936 -0.349 -0.069 -1.378 -0.454
H -29.8161 -4.5396 -5.5644 0.120 0.713 -0.374 -0.301
H -29.9934 -6.1607 -5.5220 -0.354 -0.738 -0.494 0.288
H -31.4804 -4.3503 -7.4243 0.244 0.656 -0.387 0.305
H -31.3949 -5.9983 -7.7057 0.482 -0.548 -0.145 0.411
H -29.6633 -5.2904 -8.9297 0.015 0.017 -0.027 0.261
H -31.4005 -5.2404 -4.0888 0.257 -0.075 -0.014 0.198
C -32.2332 4.9100 0.5105 1.068 1.817 -0.227 -0.590
C -33.5080 5.6843 0.3523 -0.853 0.129 -0.090 -0.622
O -34.2298 5.1227 -0.7471 0.173 0.068 -0.504 -0.328
O -32.3821 3.5609 0.3272 -0.669 -1.343 0.586 1.194
H -31.7993 5.1574 1.4793 0.181 -0.223 0.021 0.394
H -31.5646 5.2143 -0.2948 0.437 0.682 0.157 0.299
H -33.3108 6.7240 0.0913 0.221 0.113 0.523 0.550
H -34.1623 5.5922 1.2192 0.129 0.211 0.263 0.227
H -34.7221 5.8349 -1.1618 -0.197 -0.144 -0.109 0.215
H -32.7273 3.5584 -0.5685 -0.136 -1.160 -0.474 -0.587
C -34.4450 1.7955 -2.5171 -0.408 0.667 0.368 0.518
C -35.0712 1.7268 -1.1264 -0.988 -1.446 -0.429 0.364
O -35.8110 2.8805 -0.7843 0.541 -0.146 -0.367 -0.752
O -33.4255 2.7991 -2.4886 0.469 -0.457 -0.461 -0.799
H -35.2280 2.0270 -3.2392 -0.240 0.606 -0.011 0.564
H -34.0620 0.8765 -2.9609 0.559 -0.186 0.807 -0.941
H -34.3582 1.4578 -0.3470 0.286 0.222 -0.062 -0.329
H -35.8119 0.9272 -1.1359 -0.008 -0.372 -0.057 0.410
H -35.1635 3.4526 -0.3660 -0.317 0.576 0.262 0.428
H -33.8445 3.6287 -2.2482 -0.251 0.310 -0.033 0.175
C -29.4055 -7.1781 -0.0779 -1.007 0.312 1.552 -0.864
C -30.2881 -6.4454 1.0523 1.730 -0.982 -1.004 0.773
O -29.4517 -6.2293 2.2210 -0.882 -0.239 -0.727 -0.602
O -28.2234 -6.4871 -0.3996 -0.861 0.135 -0.953 -0.648
H -30.0144 -7.3978 -0.9548 0.078 0.526 -0.250 0.531
H -29.1246 -8.1673 0.2838 -0.090 -0.204 0.409 0.367
H -31.1503 -7.0786 1.2610 -0.059 0.040 0.194 0.559
H -30.6332 -5.4630 0.7301 0.122 0.002 -0.072 -0.710
H -29.4039 -7.0419 2.7299 -0.032 -0.082 0.059 0.302
H -27.7361 -6.3132 0.4090 0.572 0.388 0.672 0.246
C -27.2634 -4.4613 -3.3299 2.607 -0.111 -1.791 2.595
C -27.3896 -5.9276 -3.7386 -1.817 2.228 -0.749 0.267
O -28.6524 -6.2617 -3.1952 -0.565 -1.506 0.140 -0.443
O -26.5912 -4.4378 -2.1206 -0.136 0.501 2.410 -0.487
H -28.1999 -3.9044 -3.3592 -0.139 -0.220 0.051 -0.777
H -26.5108 -3.9565 -3.9355 -0.522 0.210 -0.769 -1.205
H -26.5486 -6.5257 -3.3878 -0.070 -0.052 -0.147 0.273
H -27.5602 -5.9200 -4.8151 0.461 -0.551 -0.152 -0.490
H -28.5312 -6.2913 -2.2434 -0.071 -0.164 0.390 0.326
H -27.1978 -4.8216 -1.4832 0.084 -0.203 0.688 0.025
C -26.4559 -4.3004 2.1318 0.338 1.281 -2.147 -1.022
C -27.6610 -3.3803 1.7249 0.392 -2.390 0.926 1.218
O -28.7468 -3.6378 2.6177 0.120 1.847 0.411 -0.361
O -26.5499 -5.6130 1.5628 -0.769 -0.994 0.825 -0.531
H -26.2698 -4.2868 3.2058 -0.225 -0.128 -0.061 0.450
H -25.5729 -4.0050 1.5651 0.198 1.215 0.615 0.295
H -27.9847 -3.6242 0.7131 0.271 0.038 -0.312 -0.860
H -27.3194 -2.3453 1.7395 -0.382 0.052 0.371 0.406
H -29.2373 -4.4476 2.4589 0.510 -0.383 -0.387 -0.029
H -26.3965 -6.2325 2.2800 -0.073 -0.247 -0.118 0.252
```
Positions in Å, forces in eV/Å.